1.
DFT (ωB97M-V/def2-TZVPD) results for a molecular structure, C25H33O2SeTl in a non-equilibrium geometry.

Structure (ORCA input):
```
! RIJCOSX wB97M-V def2-TZVPD def2/J DEFGRID3
* xyz 0 1
O -5.3732 -3.8935 0.9865
C -5.4656 -5.1414 1.7139
C -6.5097 -5.7987 0.8463
H -5.8218 -5.0202 2.7321
H -4.5162 -5.6774 1.6542
C -6.4712 -4.4140 0.0925
H -7.4837 -6.1021 1.2418
H -6.1449 -6.6244 0.2307
C -7.7496 -3.6243 0.2206
H -8.1238 -3.6100 1.2502
H -8.5433 -4.1302 -0.3584
H -7.6181 -2.6444 -0.2213
C -6.2503 -4.7192 -1.3795
H -5.6546 -5.6304 -1.5793
H -5.9429 -3.8397 -1.9718
H -7.2486 -4.9606 -1.7693
Tl -2.9308 -1.4793 2.9904
C 1.7955 -0.0503 -1.8066
C 2.1694 -0.2276 -0.4482
C 2.0010 -1.6022 -0.1661
H 2.4636 0.5781 0.2242
C 1.4033 -2.2285 -1.2945
C 1.2445 -1.2579 -2.3198
H 0.7690 -1.4105 -3.2844
H 1.9760 0.8430 -2.3599
H 2.2832 -2.1935 0.7009
H 1.1568 -3.2765 -1.2936
C -0.5556 2.5640 0.0121
C -0.7208 1.7843 -1.1641
C -1.6625 0.7496 -0.9175
H -0.2318 1.9685 -2.1113
C -2.1438 0.9296 0.4197
C -1.4041 2.0006 1.0087
H -1.4976 2.3312 2.0473
H 0.0568 3.4600 0.1284
H -1.9770 -0.0117 -1.6255
H -3.0196 0.4519 0.8666
O -1.2419 -2.5995 -1.8902
C -2.5839 -2.9052 -2.3994
C -2.8347 -4.3047 -1.8395
H -2.6698 -2.9304 -3.4825
H -3.3503 -2.1922 -2.0103
C -2.3898 -4.1062 -0.3595
H -2.2297 -5.1078 -2.3332
H -3.8901 -4.6267 -1.8341
C -1.4133 -2.9338 -0.4346
H -2.0501 -5.0250 0.1175
H -3.2162 -3.7992 0.2726
H -0.5129 -3.2747 0.0832
H -1.7173 -1.9957 0.1334
Se 0.2938 0.1521 3.7256
C 1.6472 1.2659 3.2465
C 2.9868 0.8250 3.0043
C 3.9259 1.6860 2.4263
C 3.5907 3.0204 2.1402
C 2.3047 3.4963 2.4390
C 1.3697 2.6574 3.0426
H 3.2645 -0.1503 3.4160
H 4.9450 1.3939 2.1503
H 4.3267 3.6942 1.7134
H 2.0749 4.5335 2.2084
H 0.4191 3.0092 3.4434
*
```

The HOMO energy (spin up / spin down) comes out at -6.002 / -6.060 eV. The total energy is -3696.4732 a.u. The calculation puts the gap between HOMO and LUMO (spin up / spin down) at 4.606 / 4.766 eV.

---

2.
DFT (ωB97M-V/def2-TZVPD) results for a single C2H4ClFO2 molecule in a non-equilibrium geometry.

Structure (ORCA input):
```
! RIJCOSX wB97M-V def2-TZVPD def2/J DEFGRID3
* xyz 0 1
O -0.7877 1.4653 -0.3563
C -1.0496 0.5351 0.5282
Cl -1.9897 -0.8621 0.0360
O 0.5201 -0.1763 0.9492
C 1.2218 -0.7192 -0.0529
F 1.8023 0.2755 -0.8575
H -1.0377 1.1282 -1.2441
H -1.4196 0.9330 1.5444
H 0.6692 -1.3320 -0.8447
H 2.0709 -1.2475 0.2977
*
```

The HOMO energy comes out at -10.482 eV. The total energy is -789.0867 a.u. The calculation puts the gap between HOMO and LUMO at 11.086 eV.

---

3.
DFT (ωB97M-V/def2-TZVPD) results for a molecular structure, C3H9FN2 in a non-equilibrium geometry.

Structure (ORCA input):
```
! RIJCOSX wB97M-V def2-TZVPD def2/J DEFGRID3
* xyz 0 1
C 0.7275 -0.6524 0.4164
C -0.3967 0.3076 -0.0837
C -1.9527 -0.6163 0.0641
H 2.8588 0.3677 0.3449
H 2.3036 -0.7109 -1.3450
H 0.5379 -1.7783 0.3714
H 1.2168 -0.5725 1.5434
H -0.2384 0.3761 -1.1241
H 1.0306 1.5271 0.4117
H -0.3225 2.4293 -0.7906
H -2.1480 -1.1587 1.0949
H -2.1555 -1.3712 -0.6705
N 1.8833 -0.0428 -0.4665
N -0.2367 1.6292 0.4300
F -3.1080 0.2661 -0.1967
*
```

The HOMO energy comes out at -9.507 eV. The total energy is -328.8103 a.u. The calculation puts the gap between HOMO and LUMO at 9.864 eV.

---

4.
DFT (ωB97M-V/def2-TZVPD) results for 8 unconnected molecules or ions with the total composition C20H44N4O20S4 in a non-equilibrium geometry.

Structure (ORCA input):
```
! RIJCOSX wB97M-V def2-TZVPD def2/J DEFGRID3
* xyz 0 1
O -2.8654 -1.3216 4.4292
S -3.2045 -0.2175 5.2727
O -4.5649 0.2583 5.2689
O -2.7817 -0.5549 6.7882
C -2.2086 0.5954 7.3988
C -1.4651 1.3227 6.2413
O -2.2097 1.0496 5.0549
H -2.9945 1.2529 7.7699
H -1.5037 0.3296 8.1783
H -0.4760 0.8784 6.2664
H -1.5236 2.3741 6.5006
O 2.5422 -2.3613 6.1051
S 1.5032 -1.3785 5.9399
O 0.5403 -1.2115 6.9903
O 2.0993 0.0485 5.4681
C 2.3337 0.0199 4.0567
C 1.3088 -0.9256 3.4374
O 0.7016 -1.6185 4.5464
H 2.1947 1.0469 3.7318
H 3.3388 -0.3482 3.8494
H 1.7492 -1.6237 2.7325
H 0.4923 -0.3388 3.0166
O -2.0688 -5.2044 0.1356
S -2.2979 -3.8729 0.6133
O -3.2439 -3.0272 -0.0716
O -2.5442 -3.8192 2.2083
C -1.3333 -3.7763 2.9460
C -0.2149 -3.5977 1.8859
O -0.8630 -3.1502 0.7019
H -1.2923 -3.0247 3.7308
H -1.1149 -4.6986 3.4917
H 0.3768 -4.4709 1.6194
H 0.4287 -2.7802 2.2057
O 2.7152 -1.1556 -3.3925
S 2.0777 -0.3960 -4.4097
O 0.7507 -0.7812 -4.7641
O 2.2081 1.2099 -4.1899
C 3.4298 1.7379 -4.7114
C 4.0626 0.5765 -5.4775
O 2.9919 -0.3258 -5.7532
H 3.1452 2.6175 -5.2890
H 4.0962 2.1139 -3.9318
H 4.8002 0.0293 -4.8917
H 4.4928 0.9046 -6.4198
C -1.8826 -2.2151 -7.5247
N -2.0086 -2.4014 -6.1137
C -1.3819 -3.3912 -5.4454
C -1.5258 -3.3501 -3.9120
O -0.7377 -4.3010 -5.9191
H -0.9936 -1.7059 -7.9125
H -2.7258 -1.6499 -7.9265
H -1.8897 -3.1896 -8.0175
H -2.4216 -1.6750 -5.5584
H -1.4003 -2.3456 -3.4908
H -0.7867 -3.9659 -3.4124
H -2.5420 -3.6344 -3.6312
C 3.8379 3.2108 1.1044
N 4.5182 2.4238 0.0813
C 4.0593 2.3029 -1.1807
C 2.5981 2.5611 -1.4535
O 4.8171 1.9871 -2.0986
H 2.9766 2.6490 1.4768
H 3.4765 4.1735 0.7489
H 4.5111 3.3151 1.9519
H 5.5050 2.2396 0.1653
H 2.4358 2.2208 -2.4711
H 2.2766 3.5986 -1.3681
H 1.9421 1.9640 -0.8123
C -0.2168 -0.4673 -1.9253
N -1.0616 -0.5157 -0.7323
C -0.8880 0.1880 0.3972
C -1.9760 0.0157 1.4243
O 0.0292 0.9910 0.5595
H -0.6773 0.0648 -2.7544
H -0.0359 -1.5014 -2.2081
H 0.7399 -0.0013 -1.7023
H -1.7843 -1.2157 -0.7573
H -2.7581 -0.6022 0.9881
H -2.3638 0.9861 1.7392
H -1.5834 -0.3596 2.3713
C -3.0301 2.7834 -1.7200
N -2.8896 3.1957 -0.3378
C -1.7970 3.8215 0.1667
C -0.5717 3.9938 -0.6958
O -1.7632 4.1869 1.3322
H -4.0052 2.3214 -1.8788
H -2.3365 2.0117 -2.0601
H -2.9852 3.6500 -2.3808
H -3.6714 3.0742 0.2806
H 0.2972 4.1639 -0.0639
H -0.5631 4.9023 -1.3038
H -0.3752 3.1065 -1.2984
*
```

The HOMO energy comes out at -9.257 eV. The total energy is -4104.9893 a.u. The calculation puts the gap between HOMO and LUMO at 9.454 eV.

---

5.
DFT (ωB97M-V/def2-TZVPD) results for a molecular structure, C15H29CaN6O2PS.

Structure (ORCA input):
```
! RIJCOSX wB97M-V def2-TZVPD def2/J DEFGRID3
* xyz 2 1
Ca -0.8499 0.2958 0.0847
N -2.5221 1.4397 -1.4610
C -3.5466 2.2412 -0.7633
C -2.9875 2.8288 0.5211
N -2.4356 1.8079 1.4378
C -3.4545 1.0133 2.1548
C -3.7743 -0.3261 1.5074
N -2.5541 -1.1471 1.3533
H -2.9564 0.8735 -2.1828
H -1.8826 2.0568 -1.9576
H -3.9258 3.0592 -1.3799
H -4.3991 1.5983 -0.5466
H -2.1739 3.5163 0.2753
H -3.7702 3.4173 1.0110
H -1.9008 2.3101 2.1374
H -3.0788 0.8245 3.1634
H -4.3840 1.5804 2.2692
H -4.5320 -0.8227 2.1187
H -4.2054 -0.1901 0.5160
H -2.1530 -1.3303 2.2701
H -2.8161 -2.0581 0.9906
S 2.3303 0.9006 -3.6130
C 2.4839 2.3786 -2.7822
C 1.6964 2.4117 -1.6625
C 0.9202 1.2241 -1.4159
C 1.1806 0.3239 -2.4327
C 0.5757 -1.0127 -2.6044
C 0.8824 -1.8364 -3.6888
C 0.2837 -3.0761 -3.8017
C -0.6161 -3.4851 -2.8271
C -0.8703 -2.6171 -1.7854
N -0.3019 -1.4127 -1.6617
H 3.1309 3.1523 -3.1679
H 1.6725 3.2865 -1.0237
H 1.5780 -1.5016 -4.4463
H 0.5131 -3.7162 -4.6432
H -1.1098 -4.4446 -2.8751
H -1.5683 -2.8961 -1.0039
N 3.5720 0.2678 -0.3221
C 3.0172 -0.9580 0.3211
P 2.1785 -0.4078 1.8731
O 2.9396 0.8229 2.2816
O 0.6941 -0.4465 1.7058
C 2.6351 -1.6066 3.2284
N 3.4511 -0.8085 4.2143
H 3.9739 0.8790 0.3982
H 2.7877 0.8000 -0.7703
H 4.2590 0.0601 -1.0459
H 3.8372 -1.6427 0.5345
H 2.3200 -1.4254 -0.3721
H 3.2161 -2.4623 2.8938
H 1.7333 -1.9665 3.7155
H 2.9819 -0.7001 5.1123
H 3.5545 0.1378 3.7563
H 4.3700 -1.2113 4.3912
*
```

The HOMO energy comes out at -13.132 eV. The total energy is -2484.8389 a.u. The calculation puts the gap between HOMO and LUMO at 8.022 eV.